[1]
C15H26BBr2IN3O3S | ωB97M-V/def2-TZVPD

maximum force = 1.21 eV/A
orbital gap = 7.57 eV
molar mass = 625.98 g mol⁻¹
HOMO energy = -11.52 eV

ORCA input file:
```
! wB97M-V def2-TZVPD RIJCOSX def2/J DEFGRID3
* xyz 1 1
C 1.104 4.037 -3.040
C 0.008 4.317 -2.657
C -1.376 4.291 -2.173
N -1.436 3.594 -0.865
C -1.533 4.421 0.346
C -2.782 4.180 1.173
O -2.701 4.135 2.367
O -3.948 4.053 0.516
C -1.402 2.304 -0.797
N -1.285 1.586 -1.975
C -0.295 0.494 -1.929
S -1.019 -0.837 -2.967
C 0.018 -0.072 -0.523
C 1.492 -0.562 -0.511
C 1.685 -1.594 0.629
C 2.919 -1.337 1.513
I 1.722 -3.552 -0.264
C -0.138 0.959 0.591
N -1.434 1.713 0.462
B -2.638 0.880 0.716
C -3.811 0.608 -0.292
O -2.731 0.326 1.962
H 2.081 3.764 -3.365
H -2.046 3.842 -2.900
H -1.707 5.319 -2.039
H -0.666 4.251 0.977
H -1.506 5.475 0.072
H -4.520 3.535 1.103
H -2.186 1.288 -2.335
H 0.636 0.802 -2.402
H -0.003 -1.720 -2.925
H -0.582 -0.967 -0.345
H 1.787 -0.944 -1.485
H 2.128 0.296 -0.274
H 0.810 -1.554 1.273
H 2.671 -1.383 2.572
H 3.325 -0.340 1.329
H 3.714 -2.052 1.312
H -0.116 0.521 1.586
H 0.676 1.688 0.545
H -4.748 0.448 0.235
H -3.585 -0.316 -0.840
H -3.958 1.378 -1.054
H -2.204 0.869 2.565
Br 5.272 -5.680 1.725
C 3.567 -6.564 2.041
C 3.639 -8.036 1.737
Br 3.625 -8.367 -0.180
H 2.828 -6.047 1.437
H 3.351 -6.401 3.095
H 2.761 -8.547 2.125
H 4.535 -8.504 2.132
*
```

=====

[2]
C15H26Be2Br2CaFN3O15P2 | ωB97M-V/def2-TZVPD

maximum force = 6.12 eV/A
orbital gap = 3.82 eV
molar mass = 787.24 g mol⁻¹
HOMO energy = -6.35 eV

ORCA input file:
```
! wB97M-V def2-TZVPD RIJCOSX def2/J DEFGRID3
* xyz 0 1
N -2.293 5.351 -0.411
P -2.256 3.804 -0.333
O -2.999 3.128 -1.689
P -2.868 1.538 -1.729
O -2.375 1.061 -0.444
O -4.248 0.967 -2.186
C -4.890 0.067 -1.248
C -4.193 -1.269 -1.105
O -4.072 -1.756 -0.049
F -3.766 -1.862 -2.214
O -1.886 1.222 -3.003
O -1.074 2.352 -3.325
C 0.215 1.898 -3.388
O 0.857 2.066 -4.406
C 0.775 1.181 -2.123
C 1.584 1.893 -1.133
C 1.984 1.189 0.027
C 1.665 -0.143 0.203
C 0.928 -0.858 -0.800
C 0.480 -0.223 -1.902
H -1.339 5.695 -0.434
H -2.954 3.385 0.801
H -0.946 3.298 -0.322
H -5.856 -0.137 -1.664
H -5.094 0.504 -0.281
H 1.881 2.934 -1.203
H 2.574 1.654 0.823
H 1.952 -0.692 1.090
H 0.697 -1.916 -0.674
H -0.106 -0.727 -2.659
C -8.672 1.876 0.948
C -7.968 0.541 0.678
O -7.501 0.551 -0.655
H -9.530 2.009 0.287
H -9.058 1.926 2.001
H -7.998 2.725 0.819
H -8.686 -0.233 0.949
H -7.193 0.425 1.452
Ca 2.812 1.487 -3.402
Br -8.356 -1.039 -1.555
C 5.399 -2.753 -1.499
N 4.854 -1.431 -1.176
O 4.088 -0.847 -1.963
O 5.141 -0.890 -0.109
H 5.019 -3.051 -2.468
H 6.486 -2.668 -1.505
H 5.055 -3.434 -0.721
Be -8.139 1.464 3.501
C 7.731 0.584 1.948
N 8.086 -0.790 1.507
O 8.410 -1.611 2.341
O 8.018 -1.019 0.307
H 7.839 0.632 3.028
H 8.413 1.268 1.457
H 6.675 0.790 1.647
Br 5.720 2.301 1.218
O 2.187 -3.590 -0.721
H 1.828 -4.420 -0.391
Be 3.743 0.339 -0.437
O 1.146 -4.307 2.192
C 1.420 -3.213 2.652
C 1.890 -3.482 4.447
O 2.145 -2.365 4.877
H 0.622 -2.444 2.709
H 2.294 -2.672 2.240
H 2.695 -4.233 4.349
H 1.009 -4.031 4.828
*
```

=====

[3]
C15H26CaN4O2P2 | ωB97M-V/def2-TZVPD

maximum force = 2.06 eV/A
orbital gap (spin up / spin down) = 6.91 / 4.61 eV
molar mass = 396.42 g mol⁻¹
HOMO energy (spin up / spin down) = -9.73 / -9.71 eV

ORCA input file:
```
! wB97M-V def2-TZVPD RIJCOSX def2/J DEFGRID3
* xyz 1 2
Ca 0.507 -0.352 -0.715
P 1.549 1.031 -3.050
P 1.373 -2.717 0.736
N -1.280 1.040 -1.296
N -1.282 -0.789 0.663
H -3.288 1.525 -0.731
H -2.866 0.313 1.556
H -2.032 2.094 0.396
C -2.309 1.265 -0.282
H -3.337 -0.595 0.099
C -2.515 -0.002 0.557
H -1.640 2.917 -2.153
H -2.112 -2.034 2.128
C -0.986 2.024 -2.145
C -1.236 -1.820 1.485
C 0.075 2.057 -3.053
C -0.176 -2.730 1.650
H 0.024 2.873 -3.774
H -0.357 -3.508 2.395
H 1.310 -4.126 0.439
H 2.183 -2.834 1.908
H 1.386 0.615 -4.415
H 2.430 2.134 -3.296
H -2.311 -2.518 -1.036
C -1.985 -2.528 -2.087
C -1.198 -3.792 -2.342
C -3.198 -2.358 -2.971
O -1.030 -1.433 -2.268
H -1.853 -4.669 -2.270
H -0.764 -3.759 -3.351
H -0.380 -3.906 -1.619
H -3.772 -1.462 -2.708
H -2.903 -2.292 -4.025
H -3.859 -3.225 -2.854
H -1.483 -0.542 -2.149
N 4.265 2.116 4.741
C 3.529 1.260 3.961
O 3.547 0.046 4.143
C 2.678 1.880 2.894
C 2.589 3.260 2.661
C 1.802 3.710 1.601
C 1.146 2.776 0.780
N 1.267 1.446 0.962
C 1.943 1.018 2.052
H 4.901 1.704 5.403
H 4.409 3.081 4.508
H 3.115 3.972 3.294
H 1.695 4.770 1.385
H 0.517 3.126 -0.050
H 1.913 -0.062 2.242
*
```

=====

[4]
C15H26Cl22FN2OPS | ωB97M-V/def2-TZVPD

maximum force = 2.26 eV/A
orbital gap = 10.40 eV
molar mass = 1112.39 g mol⁻¹
HOMO energy = -10.14 eV
structure (SMILES) = N#C[C@@H](F)[C@@](S)(C#N)[PH2]=O.ClCCl.ClCCl.ClCCl.ClCCl.ClCCl.ClCCl.ClCCl.ClCCl.ClCCl.ClCCl.ClCCl

ORCA input file:
```
! wB97M-V def2-TZVPD RIJCOSX def2/J DEFGRID3
* xyz 0 1
N 0.224 0.538 -0.452
C -0.596 0.567 -1.271
C -1.451 0.229 -2.492
F -1.926 -1.035 -2.396
C -2.588 1.294 -2.610
S -2.071 2.934 -2.006
C -2.882 1.438 -4.058
N -3.128 1.514 -5.182
P -4.213 0.741 -1.841
O -5.342 1.445 -2.503
H -0.878 0.290 -3.400
H -2.832 3.779 -2.742
H -4.352 -0.633 -2.133
H -4.201 0.969 -0.444
C -5.624 -2.895 -0.045
Cl -5.622 -3.702 -1.614
Cl -6.185 -1.223 -0.181
H -6.281 -3.432 0.629
H -4.611 -2.894 0.345
C 2.962 0.288 -3.622
Cl 1.321 0.786 -3.156
Cl 3.434 -1.202 -2.806
H 2.995 0.122 -4.695
H 3.661 1.072 -3.354
C 0.398 2.546 2.765
Cl -0.420 3.670 1.679
Cl -0.667 2.033 4.082
H 0.690 1.670 2.193
H 1.275 3.019 3.193
C -3.022 -6.372 -2.015
Cl -2.400 -7.335 -3.360
Cl -2.490 -4.691 -2.115
H -4.106 -6.395 -2.041
H -2.661 -6.797 -1.086
C -1.223 -1.399 2.584
Cl -2.773 -1.552 1.742
Cl -0.812 -2.865 3.484
H -0.446 -1.209 1.851
H -1.288 -0.570 3.282
C 0.024 -1.993 7.251
Cl -0.467 -0.561 6.343
Cl 1.742 -2.347 7.029
H -0.164 -1.820 8.305
H -0.555 -2.841 6.903
C 3.432 3.143 5.537
Cl 3.428 2.435 3.911
Cl 2.890 4.828 5.505
H 2.759 2.571 6.167
H 4.449 3.102 5.943
C 4.941 -2.392 -6.547
Cl 3.959 -3.411 -7.603
Cl 4.300 -0.746 -6.450
H 4.946 -2.819 -5.551
H 5.950 -2.347 -6.941
C 6.066 0.808 7.383
Cl 4.882 -0.126 6.464
Cl 5.525 2.477 7.627
H 6.204 0.343 8.352
H 7.003 0.823 6.838
C -7.329 4.066 -1.475
Cl -6.101 5.049 -0.663
Cl -8.796 3.920 -0.496
H -7.584 4.537 -2.417
H -6.922 3.075 -1.651
C 7.210 1.201 -4.834
Cl 7.447 -0.534 -5.063
Cl 5.647 1.544 -4.082
H 7.998 1.580 -4.193
H 7.248 1.692 -5.800
*
```

=====

[5]
C15H26CuN2S | ωB97M-V/def2-TZVPD

maximum force = 0.71 eV/A
orbital gap = 9.40 eV
molar mass = 330.00 g mol⁻¹
HOMO energy = -11.72 eV

ORCA input file:
```
! wB97M-V def2-TZVPD RIJCOSX def2/J DEFGRID3
* xyz 1 1
Cu -0.267 1.178 0.341
C 3.509 -1.587 1.145
C 3.707 -0.099 0.858
C 4.945 0.438 1.589
C 2.500 0.738 1.218
C 2.147 1.840 0.440
C 1.078 2.682 0.798
C 0.309 2.418 1.955
C -0.790 3.352 2.407
C 0.656 1.283 2.709
C 1.732 0.478 2.358
H 4.315 -2.163 0.690
H 2.562 -1.955 0.745
H 3.532 -1.793 2.218
H 3.872 0.023 -0.215
H 4.810 0.359 2.671
H 5.131 1.485 1.347
H 5.830 -0.139 1.315
H 2.736 2.078 -0.439
H 0.909 3.597 0.240
H -1.780 2.957 2.173
H -0.693 4.325 1.928
H -0.744 3.498 3.486
H 0.085 1.055 3.602
H 1.973 -0.373 2.983
C -1.833 -1.884 -3.789
N -2.279 -1.567 -2.428
C -2.528 -2.749 -1.598
C -2.106 -0.352 -1.885
S -1.873 -0.237 -0.167
N -2.195 0.719 -2.676
C -1.764 2.040 -2.227
C -3.062 0.738 -3.864
H -1.156 -2.736 -3.727
H -1.285 -1.052 -4.219
H -2.665 -2.150 -4.442
H -2.951 -3.515 -2.245
H -3.237 -2.527 -0.807
H -1.604 -3.122 -1.153
H -0.756 2.007 -1.823
H -2.438 2.442 -1.469
H -1.752 2.700 -3.091
H -3.724 -0.122 -3.863
H -2.492 0.761 -4.792
H -3.677 1.634 -3.813
*
```

=====

[6]
C15H26F5O6Yb | ωB97M-V/def2-TZVPD

maximum force = 4.40 eV/A
orbital gap (spin up / spin down) = 4.57 / 4.57 eV
molar mass = 570.40 g mol⁻¹
HOMO energy (spin up / spin down) = -4.66 / -4.66 eV

ORCA input file:
```
! wB97M-V def2-TZVPD RIJCOSX def2/J DEFGRID3
* xyz 0 2
Yb -0.198 0.105 0.146
C 2.023 -1.557 -2.152
C 2.416 -0.176 -2.618
O 1.507 0.834 -2.107
C 0.784 1.622 -3.054
C -0.646 1.841 -2.557
O -0.873 2.089 -1.187
C -0.498 3.325 -0.552
C 0.880 3.216 0.079
O 0.898 2.012 0.974
C 1.287 2.115 2.342
C 0.160 1.754 3.284
O -0.471 0.574 2.764
C -0.488 -0.586 3.563
C 0.466 -1.553 3.000
O 0.129 -1.638 1.579
C 0.788 -2.834 1.078
C 0.813 -2.735 -0.419
O 1.704 -1.597 -0.742
H 2.864 -2.190 -2.459
H 1.104 -1.887 -2.664
H 2.581 -0.088 -3.714
H 3.451 0.151 -2.277
H 0.762 1.100 -4.032
H 1.345 2.547 -3.307
H -1.103 0.521 -2.426
H -1.318 2.386 -3.238
H -1.363 3.585 0.078
H -0.566 4.120 -1.343
H 1.106 4.079 0.765
H 1.746 3.176 -0.644
H 1.591 3.150 2.499
H 2.232 1.478 2.486
H -0.624 2.620 3.416
H 0.552 1.502 4.305
H -1.487 -1.043 3.517
H -0.332 -0.366 4.617
H 0.440 -2.562 3.457
H 1.463 -1.186 3.021
H 0.371 -3.779 1.426
H 1.819 -2.841 1.381
H -0.247 -2.546 -0.776
H 1.224 -3.647 -0.862
F -3.832 -3.375 -0.678
C -2.986 -2.552 0.006
F -2.888 -3.053 1.259
C -3.613 -1.171 0.217
F -4.418 -1.141 1.253
F -2.582 -0.268 0.490
F -4.261 -0.867 -0.920
C -1.126 -0.660 -2.376
H -0.492 -0.994 -3.180
H -2.093 -1.012 -2.720
*
```

=====

| no. | E (a.u.) |
| --- | --- |
| 1 | -6845.6863 |
| 2 | -8516.9976 |
| 3 | -2316.7833 |
| 4 | -11735.4098 |
| 5 | -2735.1517 |
| 6 | -2696.2936 |